1.
The following is a quantum chemistry calculation of a cluster of 9 separate species, C36H57N9O12 in total in a non-equilibrium geometry, from the OMol25 dataset.

Each line ends with the Löwdin charge.
Element x y z (Å)
C: -5.40 3.80 2.15  -0.04
C: -6.56 2.83 2.48  -0.04
C: -6.50 1.32 2.12  0.01
C: -5.23 0.90 1.43  -0.07
C: -4.08 1.79 1.09  0.04
C: -4.16 3.32 1.39  0.00
N: -5.10 -0.66 1.05  -0.34
O: -6.21 -1.32 0.95  -0.01
O: -4.08 -1.02 0.66  0.09
H: -5.57 4.81 2.52  0.07
H: -7.52 3.06 3.05  0.09
H: -7.20 0.45 2.39  0.11
H: -3.18 1.42 0.66  0.05
H: -3.42 4.03 1.31  0.03
C: 2.10 2.33 -2.68  -0.06
C: 3.02 1.86 -1.46  -0.03
C: 4.26 1.07 -1.74  0.00
C: 4.42 0.43 -3.20  -0.05
C: 3.48 0.97 -4.34  0.08
C: 2.49 2.12 -3.99  -0.06
N: 5.33 -0.71 -3.54  -0.29
O: 5.67 -1.43 -2.52  0.01
O: 5.56 -1.08 -4.76  0.00
H: 1.27 3.06 -2.43  0.11
H: 2.63 2.21 -0.40  0.11
H: 4.96 0.61 -1.01  0.09
H: 3.49 0.62 -5.29  0.03
H: 1.73 2.42 -4.71  0.08
C: 2.44 -3.43 -0.51  -0.06
C: 2.45 -1.88 -0.75  0.05
C: 3.03 -0.98 0.54  0.08
C: 3.12 -1.67 1.96  -0.06
C: 3.32 -3.28 1.98  0.06
C: 2.97 -4.03 0.72  -0.08
N: 3.15 -0.92 3.22  -0.39
O: 2.82 0.26 3.16  0.05
O: 3.74 -1.42 4.15  0.07
H: 2.19 -3.93 -1.42  0.05
H: 2.20 -1.39 -1.69  0.05
H: 3.04 0.13 0.69  0.06
H: 3.58 -3.81 2.85  0.06
H: 3.21 -5.10 0.77  0.08
C: 1.06 -0.24 -6.79  -0.33
O: 0.13 0.51 -6.77  0.02
N: 1.42 -1.05 -5.70  -0.19
C: 2.49 -1.98 -5.81  -0.08
C: 0.64 -0.90 -4.43  -0.02
H: 1.60 -0.44 -7.68  0.12
H: 3.39 -1.56 -5.47  0.02
H: 2.70 -2.48 -6.84  0.13
H: 2.26 -2.83 -5.25  0.06
H: -0.27 -0.02 -4.48  0.12
H: 1.07 -0.74 -3.51  -0.01
H: 0.04 -1.94 -4.45  0.12
C: -0.74 -4.26 -2.48  -0.29
O: -1.22 -3.84 -3.58  -0.05
N: -1.51 -4.16 -1.37  -0.20
C: -1.16 -4.65 -0.01  -0.06
C: -2.89 -3.77 -1.47  -0.04
H: 0.01 -5.07 -2.54  0.14
H: -0.69 -3.72 0.52  0.08
H: -0.54 -5.53 -0.09  0.07
H: -1.99 -4.81 0.79  0.11
H: -3.32 -4.09 -2.28  0.03
H: -2.73 -2.68 -1.80  0.12
H: -3.50 -3.77 -0.58  0.09
C: -1.78 3.25 -2.23  -0.27
O: -1.96 4.22 -1.44  -0.03
N: -1.68 3.37 -3.58  -0.12
C: -1.31 2.27 -4.50  -0.01
C: -2.06 4.62 -4.20  -0.02
H: -1.65 2.37 -1.95  0.03
H: -0.32 2.04 -4.45  0.00
H: -1.65 2.52 -5.36  0.02
H: -1.83 1.23 -4.17  0.15
H: -2.89 4.63 -3.82  0.00
H: -2.08 4.68 -5.22  0.07
H: -1.63 5.58 -3.83  0.12
C: 0.67 -2.90 5.69  -0.25
O: 0.75 -1.66 5.26  -0.09
N: 0.53 -3.16 6.99  -0.17
C: 0.17 -4.53 7.45  -0.04
C: 0.92 -2.18 7.97  -0.07
H: 0.47 -3.69 4.95  0.13
H: -0.80 -4.66 7.14  0.05
H: 0.24 -4.70 8.57  0.11
H: 0.83 -5.34 7.09  0.09
H: 1.96 -1.64 7.79  0.14
H: 1.35 -2.31 8.97  0.08
H: 0.22 -1.54 8.27  0.03
C: -0.66 -0.54 -0.60  -0.24
O: -0.45 0.17 -1.65  -0.05
N: -0.43 -0.07 0.65  -0.13
C: -0.50 -0.99 1.67  -0.13
C: -0.18 1.40 0.95  0.02
H: -0.81 -1.54 -0.71  0.08
H: 0.16 -1.91 1.53  0.07
H: -1.62 -1.44 1.92  0.13
H: -0.09 -0.48 2.68  0.12
H: -0.91 1.94 0.76  -0.04
H: 0.46 2.07 0.45  0.06
H: -0.10 1.66 2.06  0.12
C: 0.42 4.97 1.33  -0.20
O: 1.42 4.88 0.62  0.02
N: 0.36 4.56 2.73  -0.19
C: -0.82 4.66 3.50  -0.07
C: 1.56 3.92 3.25  -0.08
H: -0.29 5.36 1.05  0.00
H: -0.57 4.32 4.46  0.07
H: -1.41 4.01 3.14  0.00
H: -1.24 5.82 3.56  0.16
H: 1.09 2.99 3.81  0.10
H: 2.17 4.51 4.12  0.13
H: 2.28 3.49 2.60  0.05

Properties
* charge: 0
* energy above the lowest of the compared OMol25 structures with the same formula, charge and spin: 24.718 eV
* lowest unoccupied orbital energy: -0.04232 Eh
* HOMO-LUMO gap: 7.5801 eV

2.
The following is a quantum chemistry calculation of a structure of composition C8H7NO3 in a non-equilibrium geometry, from the OMol25 dataset.

Each line ends with the Löwdin charge.
Element x y z (Å)
C: 1.33 1.49 1.35  -0.18
C: 1.00 -0.90 -1.16  -0.40
C: -0.33 -0.49 -0.86  -0.10
C: -1.53 -1.17 -0.98  -0.04
C: -2.64 -0.76 -0.32  -0.11
C: -2.65 0.37 0.55  -0.06
C: -1.44 1.07 0.80  -0.02
C: -0.31 0.59 0.06  -0.18
H: 1.41 -0.74 1.08  0.24
H: 2.54 1.86 1.57  0.19
H: 0.50 2.04 1.85  0.10
H: -1.65 -1.95 -1.95  0.20
H: -3.64 -1.28 -0.21  0.13
H: -3.51 0.91 1.15  0.15
H: -1.54 2.17 1.26  0.16
N: 0.98 1.22 0.00  0.00
O: 1.37 0.08 2.00  -0.22
O: 1.86 0.05 -0.43  -0.02
O: 1.59 -1.74 -1.74  0.18

Properties
* charge: 0
* energy above the lowest of the compared OMol25 structures with the same formula, charge and spin: 5.197 eV
* lowest unoccupied orbital energy: -0.01528 Eh
* HOMO-LUMO gap: 9.0726 eV

3.
The following is a quantum chemistry calculation of a cluster of 3 separate species, C3H13N2O3S in total in a non-equilibrium geometry, from the OMol25 dataset.

Each line ends with the Löwdin charge.
Element x y z (Å)
N: -0.97 0.50 0.38  0.20
C: 0.44 0.14 0.33  -0.29
C: 0.63 -1.34 -0.02  -0.51
S: 0.57 -1.67 -1.81  0.77
C: 0.93 0.28 1.80  -0.50
N: 2.24 0.24 2.05  0.20
O: 0.11 0.42 2.69  0.08
H: -1.17 1.45 0.06  0.14
H: -1.63 -0.08 -0.20  0.11
H: -1.27 0.40 1.36  0.16
H: 1.07 0.77 -0.26  0.14
H: 1.44 -1.80 0.52  0.08
H: -0.23 -1.89 0.39  0.09
H: 1.58 -0.83 -2.11  -0.13
H: 2.55 0.57 2.96  0.14
H: 3.00 0.20 1.37  0.13
H: -3.43 -1.43 -1.15  0.08
H: -3.97 0.02 -0.91  0.08
O: -3.20 -0.56 -0.81  -0.03
H: 0.31 3.16 -1.16  0.04
H: -1.14 3.65 -0.92  0.06
O: -0.59 3.11 -1.52  -0.05

Properties
* charge: +1
* energy above the lowest of the compared OMol25 structures with the same formula, charge and spin: 0.000 eV
* lowest unoccupied orbital energy: -0.11173 Eh
* HOMO-LUMO gap: 9.9857 eV